{"formula": "C35H60N3P2RuS", "method": "ωB97M-V/def2-TZVPD", "symbols": ["Ru", "C", "C", "C", "P", "C", "C", "C", "C", "C", "C", "C", "C", "C", "C", "N", "C", "C", "C", "C", "C", "C", "C", "P", "C", "C", "C", "C", "C", "C", "H", "H", "H", "H", "H", "H", "H", "H", "H", "H", "H", "H", "H", "H", "H", "H", "H", "H", "H", "H", "H", "H", "H", "H", "H", "H", "H", "H", "H", "H", "H", "H", "H", "H", "H", "H", "H", "H", "H", "H", "C", "C", "C", "C", "N", "C", "S", "N", "C", "C", "C", "C", "H", "H", "H", "H", "H", "H", "H", "H", "H", "H", "H", "H", "H", "H", "H", "H", "H", "H", "H", "H"], "positions_angstrom": [[0.0479, -1.2410, 0.1436], [1.7752, -0.4537, 3.3637], [0.6911, -1.4850, 3.6860], [1.2075, -2.9223, 3.6566], [-0.6207, -1.3229, 2.4010], [-2.0445, -2.4198, 2.8910], [-3.2191, -2.1554, 1.9519], [-2.3969, -2.2233, 4.3621], [-1.1899, 0.4102, 2.4594], [-1.2355, 1.2444, 3.5574], [-1.6781, 2.5670, 3.4405], [-1.8108, 3.4360, 4.6298], [-2.0424, 3.0394, 2.1696], [-2.0231, 2.2214, 1.0636], [-1.6033, 0.8868, 1.1858], [-1.5655, -0.0003, 0.1369], [-2.6033, -0.1980, -0.7124], [-3.9299, 0.1899, -0.4321], [-4.9591, -0.2682, -1.2178], [-4.7266, -1.0845, -2.3359], [-5.8509, -1.6508, -3.1098], [-3.3968, -1.3821, -2.6807], [-2.3518, -0.9640, -1.8855], [-0.5648, -1.2366, -2.1051], [0.1005, 0.0655, -3.2527], [0.8633, 1.0472, -2.3563], [-1.0014, 0.7536, -4.0498], [-0.2268, -2.9649, -2.6775], [-0.8022, -3.8713, -1.5818], [-0.6757, -3.2990, -4.0937], [2.7252, -0.7595, 3.7996], [1.5238, 0.5261, 3.7590], [1.8874, -0.3573, 2.2711], [0.2432, -1.2794, 4.6624], [1.6805, -3.1488, 2.6985], [0.3996, -3.6337, 3.8062], [1.9317, -3.0791, 4.4546], [-1.7008, -3.4488, 2.7309], [-3.6009, -1.1444, 2.0818], [-4.0295, -2.8458, 2.1707], [-2.9213, -2.2996, 0.9086], [-2.5612, -1.1745, 4.5999], [-1.6282, -2.6235, 5.0199], [-3.3194, -2.7572, 4.5779], [-0.9432, 0.8853, 4.5314], [-1.2812, 3.0323, 5.4870], [-2.8676, 3.5260, 4.8974], [-1.4633, 4.4474, 4.4185], [-2.3480, 4.0690, 2.0649], [-2.3041, 2.6002, 0.0924], [-4.1314, 0.7918, 0.4403], [-5.9732, -0.0160, -0.9473], [-6.8043, -1.2309, -2.8082], [-5.8953, -2.7320, -2.9590], [-5.7254, -1.5008, -4.1818], [-3.2056, -1.9575, -3.5731], [0.8009, -0.4352, -3.9325], [0.1753, 1.5359, -1.6609], [1.3385, 1.8222, -2.9538], [1.6440, 0.5285, -1.7823], [-1.6767, 1.3001, -3.3937], [-1.5808, 0.0426, -4.6341], [-0.5584, 1.4653, -4.7439], [0.8733, -3.0263, -2.6412], [-1.8853, -3.9387, -1.6570], [-0.5469, -3.4790, -0.5636], [-0.3948, -4.8756, -1.6582], [-1.7528, -3.4014, -4.1680], [-0.2343, -4.2438, -4.4016], [-0.3458, -2.5345, -4.7953], [3.6677, -5.6509, -0.4274], [5.1232, -5.7416, -0.8727], [6.0203, -4.5972, -0.4011], [5.8414, -3.3021, -1.2056], [4.5025, -2.7501, -1.0491], [3.9206, -2.1852, -0.0063], [2.1633, -2.2160, -0.0886], [4.4959, -1.6460, 1.0503], [5.9079, -1.3579, 1.2927], [6.1555, -0.8883, 2.7254], [6.3070, -2.0484, 3.7140], [5.0116, -2.7992, 3.9842], [3.1860, -6.6130, -0.5733], [3.0896, -4.9205, -0.9931], [3.5979, -5.4003, 0.6293], [5.1834, -5.8319, -1.9586], [5.5358, -6.6639, -0.4572], [7.0623, -4.8991, -0.5140], [5.8391, -4.4160, 0.6611], [5.9666, -3.5141, -2.2687], [6.5939, -2.5659, -0.9279], [3.8553, -3.1067, -1.7412], [3.8716, -1.2994, 1.7707], [6.2361, -0.5864, 0.5880], [6.4995, -2.2589, 1.1204], [5.3680, -0.2033, 3.0498], [7.0877, -0.3228, 2.7230], [6.6873, -1.6446, 4.6561], [7.0660, -2.7431, 3.3466], [4.2635, -2.1195, 4.3871], [5.1847, -3.5852, 4.7141], [4.6205, -3.2682, 3.0816]], "mulliken_charge": [-1.059, -1.390, 0.679, -1.376, 1.109, 0.428, -1.466, -1.364, -0.498, -0.494, 0.497, -1.741, -0.861, -0.392, -0.374, 1.741, -0.152, -0.741, -1.148, 0.621, -1.652, -0.286, -0.258, 0.888, 0.401, -1.195, -1.425, 0.663, -1.264, -1.409, 0.166, 0.314, 0.193, 0.677, 0.202, 0.408, 0.439, 0.679, 0.321, 0.577, 0.100, 0.253, 0.372, 0.479, 0.388, 0.387, 0.357, 0.426, 0.504, 0.614, 0.548, 0.434, 0.406, 0.354, 0.396, 0.397, 0.684, 0.195, 0.515, 0.206, 0.266, 0.353, 0.505, 0.261, 0.341, 0.148, 0.516, 0.313, 0.464, 0.405, -0.572, -0.761, -0.065, -1.223, -0.087, 0.531, 0.033, 0.291, -0.450, -1.039, -0.522, -0.734, 0.489, -0.081, 0.172, 0.303, 0.354, 0.468, 0.064, 0.512, 0.372, 0.363, -0.277, 0.370, 0.313, 0.350, 0.349, 0.360, 0.324, 0.149, 0.475, 0.122], "e_homo_ev": [-15.88, -16.43], "charge": 3, "fmax_ev_per_a": 1.63, "s2": 6.052, "e_tot_ev": -73710.209, "orbital_gap_ev": [6.82, 5.62], "multiplicity": 5}

{"formula": "C5H12N2O", "method": "ωB97M-V/def2-TZVPD", "symbols": ["C", "N", "C", "C", "O", "H", "H", "H", "H", "H", "H", "H", "H", "H", "C", "C", "N", "H", "H", "H"], "positions_angstrom": [[1.7151, -0.5128, 1.0428], [0.8456, 0.2817, 0.2364], [1.0772, 0.2058, -1.3012], [0.2065, 1.4011, 0.8571], [-0.6773, 0.9788, 1.8673], [1.3784, -0.5545, 2.0655], [2.7365, -0.1142, 1.0194], [1.6349, -1.5527, 0.6607], [0.3489, 0.8509, -1.7862], [2.0658, 0.6443, -1.4511], [1.1378, -0.7941, -1.7262], [-0.3469, 1.9472, 0.0786], [0.9424, 2.0681, 1.3353], [-0.9804, 0.0918, 1.6346], [-2.2855, -0.5218, -1.0036], [-1.3262, -1.3982, -0.3672], [-0.8510, -2.1403, 0.3789], [-2.6008, 0.2627, -0.3030], [-1.8653, -0.0506, -1.8983], [-3.1557, -1.0933, -1.3398]], "mulliken_charge": [-1.122, 0.236, -1.068, -0.493, -0.532, 0.339, 0.292, 0.377, 0.332, 0.382, 0.299, 0.252, 0.343, 0.348, -0.833, 0.436, -0.424, 0.258, 0.232, 0.347], "e_homo_ev": -8.15, "fmax_ev_per_a": 3.35, "e_tot_ev": -10405.702, "smiles": "CN(C)CO.CC#N", "orbital_gap_ev": 8.84}

{"formula": "C4H9PS", "method": "ωB97M-V/def2-TZVPD", "symbols": ["C", "C", "P", "S", "C", "C", "H", "H", "H", "H", "H", "H", "H", "H", "H"], "positions_angstrom": [[2.1583, 1.8341, 0.5821], [1.0993, 1.7194, -0.1665], [-0.6165, 0.9851, 0.6458], [-1.9031, 1.4312, -0.9442], [-0.1300, -0.9117, 0.4211], [-1.0586, -1.8162, 1.0425], [3.1149, 2.0752, 0.2334], [2.2356, 1.7677, 1.6861], [0.9941, 1.7179, -1.2597], [-3.0676, 1.7648, -0.2542], [-0.1171, -1.2745, -0.6284], [0.9200, -0.8624, 0.7529], [-1.4589, -1.6446, 2.0864], [-1.9617, -2.1028, 0.4624], [-0.4411, -2.7360, 1.0949]], "mulliken_charge": [-0.585, -0.248, 0.117, -0.318, -0.416, -1.099, 0.280, 0.243, 0.290, 0.157, 0.290, 0.361, 0.330, 0.289, 0.311], "e_homo_ev": -8.79, "fmax_ev_per_a": 4.24, "e_tot_ev": -24416.367, "smiles": "C=CP(S)CC", "orbital_gap_ev": 9.62}